(1)
{"formula": "C5H8O2", "method": "ωB97M-V/def2-TZVPD", "homo_ev": -9.98, "relative_energy_kcal_mol": 86.87, "charge": 0, "homo_lumo_gap_ev": 10.19, "species": ["O", "C", "C", "C", "C", "C", "O", "H", "H", "H", "H", "H", "H", "H", "H"], "coordinates": [[-1.24970, -2.34459, 1.15405], [-1.70656, -1.34393, 0.65728], [0.53746, 0.36700, 0.73476], [1.46769, 0.55509, -0.21427], [0.83087, 1.78225, -0.84526], [-0.32130, 1.42835, 0.13290], [-1.46888, 1.77533, 0.23235], [0.29881, -2.53822, -0.38732], [-2.19889, -0.55805, 1.25609], [-1.62393, -1.13513, -0.42847], [0.43347, -0.32866, 1.55796], [2.37490, 0.01243, -0.45778], [0.68781, -2.16381, -0.90151], [0.59743, 1.77981, -1.91438], [1.34081, 2.71213, -0.57640]]}



(2)
{"formula": "C5H8O2", "method": "ωB97M-V/def2-TZVPD", "homo_ev": -8.74, "relative_energy_kcal_mol": 89.39, "charge": 0, "homo_lumo_gap_ev": 9.50, "species": ["C", "C", "C", "O", "C", "C", "O", "H", "H", "H", "H", "H", "H", "H", "H"], "coordinates": [[-1.08991, 1.29805, -0.29488], [0.00288, 0.31518, 0.08698], [-0.19273, -0.55133, 1.33285], [1.13628, -0.12061, 1.75248], [1.28055, 0.79943, 0.80020], [0.51550, -0.48608, -1.14145], [0.84746, -1.82957, -0.87029], [-1.30737, 2.00474, 0.51270], [-0.81418, 1.87671, -1.18251], [-2.01283, 0.75089, -0.52520], [-0.26212, -1.63352, 1.21218], [-0.92452, -0.18291, 2.05356], [1.37562, 0.05346, -1.55686], [-0.25802, -0.51734, -1.90995], [1.63732, -1.84115, -0.31521]]}



(3)
{"formula": "C5H8O2", "method": "ωB97M-V/def2-TZVPD", "homo_ev": -8.73, "relative_energy_kcal_mol": 108.49, "charge": 0, "homo_lumo_gap_ev": 9.30, "smiles": "C=CO[C@H]1C=C1O.[H][H]", "species": ["C", "C", "O", "C", "C", "C", "O", "H", "H", "H", "H", "H", "H", "H", "H"], "coordinates": [[-2.42807, 0.26666, 0.12002], [-1.16897, 0.69413, 0.10903], [-0.43249, 0.82582, 1.24101], [0.97482, 0.68945, 1.11285], [1.59855, -0.59043, 0.64675], [1.64006, 0.43015, -0.16059], [1.95988, 0.98980, -1.32958], [-0.73590, -1.95354, -0.88437], [-2.90693, -0.04821, 1.04153], [-3.00359, 0.25171, -0.79864], [-0.67127, 1.00756, -0.81067], [1.41841, 1.29442, 1.90468], [-0.40322, -2.54767, -1.18725], [1.80063, -1.62133, 0.88996], [2.35807, 0.31147, -1.89475]]}



(4)
{"formula": "C5H8O2", "method": "ωB97M-V/def2-TZVPD", "homo_ev": -7.50, "relative_energy_kcal_mol": 76.35, "charge": 0, "homo_lumo_gap_ev": 8.16, "species": ["C", "C", "O", "C", "C", "C", "O", "H", "H", "H", "H", "H", "H", "H", "H"], "coordinates": [[-1.96383, -0.39157, -0.84967], [-0.67035, 0.08506, -0.26694], [-0.55828, 1.43796, -0.00621], [1.37837, 0.17194, 1.41891], [1.94664, 0.22076, 0.17179], [0.32858, -0.80289, -0.00402], [0.53967, -2.00106, -0.01604], [-2.79424, -0.19380, -0.15967], [-2.19522, 0.11594, -1.79835], [-1.91577, -1.46554, -1.04120], [-0.96229, 1.91281, -0.74512], [0.80948, 1.01175, 1.80147], [1.54819, -0.67558, 2.07481], [1.86895, 1.12199, -0.42684], [2.64010, -0.54778, -0.15293]]}



(5)
{"formula": "C5H8O2", "method": "ωB97M-V/def2-TZVPD", "homo_ev": -8.87, "relative_energy_kcal_mol": 110.15, "charge": 0, "homo_lumo_gap_ev": 9.14, "species": ["C", "C", "O", "C", "C", "O", "C", "H", "H", "H", "H", "H", "H", "H", "H"], "coordinates": [[-0.38668, -1.57223, 0.40926], [-0.55264, -0.11121, 0.01718], [-1.91936, 0.22155, 0.20616], [0.42146, 0.84360, 0.75019], [1.47414, 1.11029, -0.29703], [1.79349, 0.21719, -1.07087], [-0.32493, 0.31532, -1.42407], [0.65015, -1.88231, 0.25119], [-0.64832, -1.74018, 1.46053], [-1.03956, -2.19970, -0.20486], [-2.06498, 1.03493, -0.30318], [-0.08696, 1.76674, 1.04459], [0.90480, 0.42322, 1.64215], [1.96795, 2.09397, -0.35745], [-0.18858, -0.52118, -2.12378]]}



(6)
{"formula": "C5H8O2", "method": "ωB97M-V/def2-TZVPD", "homo_ev": -8.49, "relative_energy_kcal_mol": 92.74, "charge": 0, "homo_lumo_gap_ev": 9.42, "smiles": "C[C@H]1O[C@H]2O[C@]21C", "species": ["C", "C", "C", "C", "C", "O", "O", "H", "H", "H", "H", "H", "H", "H", "H"], "coordinates": [[-0.05394, 0.54591, -0.78156], [1.26877, 1.25486, 0.71194], [0.37546, -0.18669, 0.54093], [-1.54836, 0.58360, -1.05433], [0.51649, -1.70267, 0.77987], [0.62086, 1.73000, -0.40363], [0.22111, 0.77261, 1.64777], [0.48817, 0.02892, -1.56844], [2.12447, 1.65526, 1.11376], [-1.63079, -0.62216, -1.13345], [-1.79092, 0.95214, -2.02542], [-2.11721, 1.12157, -0.25039], [1.08539, -2.09129, -0.14181], [-0.48775, -2.14854, 0.72752], [0.92823, -1.89355, 1.83724]]}